No. 1
{
  "formula": "C4H10OS",
  "method": "the ωB97M-V functional and the def2-TZVPD basis",
  "energy_ha": -631.74842,
  "de_lowest_kcal_mol": 47.9,
  "orbital_gap_ev": 9.5,
  "fmax_ev_per_a": 5.00,
  "smiles": "CC=O.CSC",
  "total_charge": 0,
  "lumo_energy_ev": 0.867,
  "symbols": ["C", "S", "C", "H", "H", "H", "H", "H", "H", "O", "C", "C", "H", "H", "H", "H"],
  "positions_angstrom": [[-0.61919, 2.85848, 0.72999], [-1.00480, 1.30022, 1.78551], [-0.02719, 1.50046, 3.27858], [-1.13563, 3.02858, -0.22523], [0.42921, 2.91911, 0.62384], [-0.62228, 3.76495, 1.50952], [-0.53586, 0.94568, 4.22772], [0.96350, 1.22965, 3.23040], [0.04094, 2.63262, 3.64522], [0.70085, -1.55552, -3.75382], [0.31871, -2.07960, -2.75224], [0.35667, -3.53280, -2.58955], [0.04613, -1.33596, -1.92775], [-0.33595, -3.80634, -1.89205], [1.36370, -3.80262, -2.36446], [0.06120, -4.06692, -3.52570]]
}

=====

No. 2
{
  "formula": "C30H35N3O7",
  "method": "the ωB97M-V functional and the def2-TZVPD basis",
  "energy_ha": -1855.15785,
  "de_lowest_kcal_mol": 1.4,
  "orbital_gap_ev": 8.7,
  "fmax_ev_per_a": 1.30,
  "smiles": "COc1ccc([C@@H](C(=O)NC[C@H]2CCCO2)N(C(=O)CNC(=O)c2ccco2)c2cc(C)cc(C)c2)cc1OC",
  "total_charge": 0,
  "lumo_energy_ev": 0.688,
  "symbols": ["C", "H", "O", "C", "C", "C", "C", "C", "C", "O", "C", "H", "H", "H", "H", "C", "N", "C", "O", "C", "N", "C", "O", "C", "C", "C", "C", "O", "H", "H", "H", "H", "H", "H", "C", "C", "C", "C", "C", "C", "H", "C", "H", "H", "H", "H", "C", "H", "H", "H", "H", "C", "O", "N", "H", "C", "H", "H", "C", "C", "H", "C", "H", "C", "H", "O", "H", "H", "H", "H", "H", "H", "H", "H", "H"],
  "positions_angstrom": [[-7.29934, -1.02378, 0.37513], [-8.25761, -1.25324, 0.84163], [-6.33540, -1.28295, 1.37070], [-5.00198, -1.26333, 1.08301], [-4.19618, -1.80331, 2.08168], [-2.82056, -1.83309, 1.97388], [-2.20915, -1.33039, 0.83576], [-3.00244, -0.80340, -0.17511], [-4.38459, -0.74663, -0.07135], [-5.17106, -0.17919, -1.04247], [-4.54333, 0.35714, -2.18328], [-5.35380, 0.74279, -2.80072], [-3.99453, -0.40780, -2.74002], [-3.86266, 1.17313, -1.92014], [-2.51487, -0.43622, -1.06065], [-0.70921, -1.29301, 0.74342], [-0.17972, 0.05388, 1.02771], [1.01588, 0.13779, 1.63130], [1.64851, -0.84455, 1.99116], [1.55820, 1.54787, 1.88519], [2.98960, 1.56165, 1.71065], [3.51693, 1.65739, 0.46394], [2.85816, 1.92063, -0.52625], [4.97349, 1.46565, 0.41060], [5.82089, 1.50867, -0.66659], [7.11001, 1.22920, -0.16531], [6.95579, 1.03696, 1.17502], [5.67316, 1.17590, 1.53460], [7.65955, 0.80424, 1.95010], [8.02319, 1.17825, -0.72147], [5.53930, 1.71627, -1.67769], [3.54961, 1.13118, 2.43059], [1.31617, 1.84152, 2.90977], [1.12540, 2.26216, 1.18428], [-0.87305, 1.15894, 0.45937], [-0.43833, 1.70596, -0.73827], [-1.16053, 2.73204, -1.33272], [-2.32255, 3.18124, -0.71847], [-2.76137, 2.64673, 0.48562], [-2.01931, 1.63475, 1.07945], [-2.34294, 1.20332, 2.01462], [-4.03256, 3.11172, 1.12739], [-4.40837, 4.01194, 0.64783], [-3.87811, 3.31310, 2.18562], [-4.79125, 2.33308, 1.04641], [-2.89775, 3.96777, -1.18771], [-0.68990, 3.30934, -2.63102], [-1.19690, 4.24493, -2.85390], [0.38353, 3.48169, -2.59582], [-0.88621, 2.60687, -3.44082], [0.46490, 1.34167, -1.20234], [-0.15043, -1.70466, -0.63272], [-0.58105, -1.27861, -1.68655], [0.89026, -2.54707, -0.55326], [1.27463, -2.82833, 0.33692], [1.60519, -3.01040, -1.71820], [1.35674, -2.35091, -2.55259], [1.29036, -4.03162, -1.96281], [3.11235, -3.02005, -1.45815], [3.69073, -1.65513, -1.02206], [4.48357, -1.34464, -1.70176], [4.24212, -1.91998, 0.38268], [3.50722, -1.64329, 1.13815], [4.43282, -3.43604, 0.37051], [5.39381, -3.70199, -0.09642], [3.36481, -3.93715, -0.40128], [4.37429, -3.89741, 1.35672], [5.17465, -1.39607, 0.57737], [2.92452, -0.88252, -1.01875], [3.61578, -3.37527, -2.37106], [-0.28275, -1.94528, 1.51318], [-2.22867, -2.24591, 2.77696], [-4.69109, -2.19209, 2.95750], [-7.15781, -1.66352, -0.49848], [-7.28880, 0.02150, 0.05983]]
}

=====

No. 3
{
  "formula": "C5H6O",
  "method": "the ωB97M-V functional and the def2-TZVPD basis",
  "energy_ha": -269.11340,
  "de_lowest_kcal_mol": 146.1,
  "orbital_gap_ev": [8.9, 8.9],
  "fmax_ev_per_a": 2.36,
  "total_charge": 0,
  "lumo_energy_ev": [-0.592, -0.593],
  "symbols": ["C", "C", "C", "C", "C", "O", "H", "H", "H", "H", "H", "H"],
  "positions_angstrom": [[2.76217, -0.03700, 0.22870], [1.61703, 0.12443, -0.11715], [0.27113, 0.08160, -0.72449], [-0.82688, -0.64204, 0.01700], [-1.52123, 0.41812, 0.73148], [-0.51336, 1.25019, -0.83702], [3.77881, -0.13442, 0.54509], [0.42679, -0.44940, -1.68000], [-1.49471, -0.36809, -0.84074], [-0.77826, -1.65673, 0.44465], [-1.16282, 1.29296, 1.22910], [-2.55864, 0.12036, 1.00339]]
}